1.
Here is a cluster of 7 separate species, C45H104F3N4O7P2S in total from the Open Molecules 2025 dataset. Energies are from ωB97M-V/def2-TZVPD.

Geometry as ORCA input:
```
! RIJCOSX wB97M-V def2-TZVPD def2/J DEFGRID3
* xyz 5 1
C -16.394 -17.016 -1.503
C -17.870 -17.240 -1.421
O -18.595 -17.436 -2.320
N -18.473 -17.065 -0.007
H -17.797 -17.577 0.591
H -18.387 -16.059 0.141
C -19.870 -17.551 0.092
H -15.899 -17.189 -0.543
H -16.210 -16.005 -1.883
H -15.950 -17.653 -2.267
H -20.474 -17.041 -0.649
H -20.227 -17.295 1.090
H -19.889 -18.635 0.056
C -14.114 -16.297 3.695
C -14.656 -15.017 3.198
O -15.002 -14.091 3.851
N -14.512 -14.815 1.674
H -14.117 -15.648 1.231
H -15.450 -14.689 1.294
C -13.682 -13.592 1.339
H -14.228 -17.071 2.945
H -14.699 -16.427 4.607
H -13.111 -16.164 4.110
H -12.687 -13.707 1.762
H -14.197 -12.722 1.723
H -13.551 -13.574 0.259
C -22.432 -21.486 6.539
C -22.526 -20.858 5.194
O -22.590 -21.390 4.151
N -22.531 -19.297 5.160
H -23.483 -18.992 4.932
H -22.316 -18.974 6.104
C -21.531 -18.810 4.143
H -21.986 -20.851 7.302
H -21.797 -22.366 6.427
H -23.422 -21.842 6.829
H -21.872 -19.165 3.179
H -20.547 -19.213 4.361
H -21.491 -17.730 4.238
C -20.727 -10.963 2.166
C -19.930 -12.106 1.652
O -20.260 -13.010 0.965
N -18.474 -12.191 2.142
H -18.031 -12.850 1.499
H -17.957 -11.320 1.971
C -18.325 -12.800 3.535
H -20.864 -10.910 3.247
H -21.734 -11.073 1.762
H -20.296 -10.035 1.776
H -18.890 -12.158 4.200
H -17.262 -12.680 3.740
H -18.562 -13.854 3.448
C -21.053 -22.020 1.092
C -20.766 -22.789 -0.152
C -19.322 -23.279 -0.272
C -18.353 -22.098 -0.339
P -16.615 -22.540 -0.058
C -16.518 -23.611 1.372
C -17.065 -23.033 2.683
C -17.098 -24.051 3.817
C -15.746 -24.703 4.077
C -15.731 -20.999 0.301
C -14.200 -21.130 0.339
C -13.630 -21.355 1.737
C -12.115 -21.261 1.829
C -16.004 -23.332 -1.568
C -16.053 -24.868 -1.522
C -15.567 -25.506 -2.831
C -16.710 -25.788 -3.789
H -20.759 -22.489 2.033
H -22.121 -21.791 1.208
H -20.687 -20.980 1.091
H -20.964 -22.151 -1.021
H -21.431 -23.643 -0.278
H -19.218 -23.888 -1.172
H -19.127 -23.968 0.554
H -18.569 -21.351 0.435
H -18.451 -21.599 -1.306
H -15.433 -23.768 1.485
H -16.920 -24.601 1.148
H -18.090 -22.681 2.479
H -16.581 -22.082 2.940
H -17.800 -24.827 3.494
H -17.505 -23.590 4.716
H -15.579 -24.977 5.116
H -14.934 -23.989 3.874
H -15.571 -25.551 3.418
H -16.143 -20.494 1.180
H -15.975 -20.280 -0.496
H -13.757 -20.166 0.043
H -13.816 -21.823 -0.409
H -13.875 -22.380 2.065
H -14.123 -20.753 2.508
H -11.743 -21.644 2.773
H -11.818 -20.206 1.773
H -11.653 -21.743 0.968
H -14.963 -23.052 -1.741
H -16.599 -22.908 -2.380
H -17.067 -25.208 -1.269
H -15.501 -25.214 -0.641
H -15.008 -26.400 -2.553
H -14.821 -24.849 -3.288
H -17.394 -24.934 -3.859
H -17.332 -26.596 -3.402
H -16.348 -26.009 -4.788
C -18.042 -15.431 6.239
C -16.822 -14.941 7.024
C -17.073 -14.397 8.432
C -17.736 -15.322 9.473
P -16.742 -16.629 10.226
C -17.444 -17.085 11.819
C -18.868 -17.629 11.780
C -19.445 -17.902 13.172
C -20.770 -18.645 13.064
C -16.709 -18.082 9.148
C -15.701 -19.170 9.509
C -16.041 -20.498 8.838
C -15.171 -21.643 9.379
C -15.029 -16.062 10.410
C -14.154 -16.766 11.443
C -12.822 -16.067 11.638
C -11.965 -16.682 12.725
H -18.420 -16.374 6.631
H -17.813 -15.525 5.176
H -18.834 -14.672 6.231
H -16.347 -14.140 6.440
H -16.008 -15.678 7.002
H -17.669 -13.488 8.354
H -16.103 -14.116 8.846
H -18.683 -15.763 9.145
H -18.038 -14.658 10.293
H -17.318 -16.218 12.476
H -16.758 -17.844 12.217
H -18.941 -18.518 11.147
H -19.505 -16.889 11.267
H -19.607 -16.985 13.732
H -18.723 -18.567 13.657
H -20.726 -19.602 12.543
H -21.455 -18.040 12.452
H -21.250 -18.762 14.031
H -16.547 -17.665 8.145
H -17.731 -18.478 9.103
H -15.618 -19.303 10.586
H -14.744 -18.873 9.075
H -15.909 -20.430 7.751
H -17.086 -20.805 8.966
H -15.428 -21.864 10.411
H -14.115 -21.368 9.332
H -15.296 -22.508 8.731
H -15.138 -15.018 10.732
H -14.630 -16.114 9.392
H -13.944 -17.796 11.140
H -14.663 -16.828 12.409
H -12.963 -14.995 11.834
H -12.253 -16.021 10.698
H -11.507 -17.624 12.436
H -12.592 -16.851 13.608
H -11.212 -15.979 13.072
C -16.889 -18.853 4.803
F -15.919 -19.734 4.613
F -17.840 -19.298 5.629
F -16.327 -17.770 5.432
S -17.711 -18.476 3.192
O -16.654 -18.079 2.252
O -18.363 -19.678 2.730
O -18.713 -17.436 3.391
*
```

Total energy ... -3901.4495 Ha
LUMO ... -11.978 eV

***

2.
Here is a structure of composition C32H38IrN5 from the Open Molecules 2025 dataset. Energies are from ωB97M-V/def2-TZVPD.

Geometry as ORCA input:
```
! RIJCOSX wB97M-V def2-TZVPD def2/J DEFGRID3
* xyz 3 2
Ir 0.284 0.057 0.257
C 2.083 -1.978 3.394
C 2.877 -1.026 2.509
C 4.123 -0.497 3.249
C 2.080 0.154 2.020
C 0.761 0.425 2.431
C 0.071 1.567 1.936
C 0.705 2.518 1.114
C 0.071 3.829 0.808
C 1.996 2.184 0.642
C 2.647 1.032 1.056
H 2.715 -2.814 3.688
H 1.203 -2.389 2.890
H 1.754 -1.489 4.313
H 3.221 -1.558 1.614
H 3.835 0.144 4.083
H 4.796 0.058 2.596
H 4.679 -1.340 3.653
H 0.258 -0.222 3.137
H -0.935 1.736 2.300
H -1.014 3.791 0.874
H 0.376 4.228 -0.156
H 0.412 4.538 1.572
H 2.494 2.857 -0.046
H 3.630 0.806 0.661
C 0.880 2.880 -2.257
C 1.584 1.667 -2.800
C 2.723 1.831 -3.577
C 3.322 0.746 -4.199
C 2.758 -0.514 -4.093
C 1.614 -0.733 -3.332
C 0.970 -2.094 -3.387
C 1.079 0.370 -2.651
N -0.044 0.184 -1.766
C -1.251 0.022 -2.176
C -1.677 0.074 -3.595
C -2.233 -0.192 -1.080
C -3.669 -0.396 -1.384
N -1.722 -0.178 0.105
C -2.556 -0.198 1.286
C -3.299 0.952 1.582
C -3.266 2.212 0.756
C -4.115 0.908 2.709
C -4.190 -0.230 3.494
C -3.446 -1.355 3.168
C -2.612 -1.365 2.059
C -1.874 -2.617 1.677
H 1.592 3.588 -1.831
H 0.126 2.646 -1.504
H 0.374 3.404 -3.070
H 3.129 2.825 -3.717
H 4.209 0.891 -4.801
H 3.193 -1.344 -4.636
H 1.701 -2.878 -3.185
H 0.599 -2.277 -4.397
H 0.126 -2.216 -2.709
H -0.842 0.276 -4.259
H -2.438 0.848 -3.723
H -2.145 -0.872 -3.882
H -3.774 -1.221 -2.093
H -4.073 0.491 -1.879
H -4.254 -0.608 -0.495
H -2.463 2.234 0.017
H -3.153 3.083 1.402
H -4.210 2.348 0.225
H -4.703 1.780 2.965
H -4.838 -0.245 4.360
H -3.526 -2.248 3.775
H -2.017 -3.382 2.437
H -0.801 -2.445 1.585
H -2.240 -3.024 0.730
N 0.913 -6.253 -1.004
C 1.334 -5.187 -0.703
N 1.852 -4.058 -0.436
C 1.292 -2.916 -0.239
N 0.940 -1.830 -0.067
*
```

Total energy ... -1619.2363 Ha
<S²> ... 0.779
LUMO (spin up / spin down) ... -10.795 / -12.529 eV
ΔE to the lowest compared entry with this formula, charge and spin ... 11.6 kcal per mole